{
  "formula": "C6H7I",
  "method": "ωB97M-V/def2-TZVPD",
  "species": ["C", "C", "C", "C", "H", "H", "H", "H", "H", "H", "C", "C", "I", "H"],
  "positions_angstrom": [[0.043, 0.357, -2.190], [-0.345, 0.406, -0.966], [-0.762, 0.321, 0.300], [-1.805, 1.018, 1.037], [-0.388, -0.272, -2.881], [0.825, 1.015, -2.658], [-0.322, -0.572, 0.773], [-1.680, 2.148, 1.053], [-2.829, 0.794, 0.642], [-1.573, 0.688, 2.134], [1.929, -2.233, 0.946], [2.354, -1.191, 0.478], [3.345, 0.420, -0.089], [1.209, -2.901, 1.422]],
  "lowdin_charge": [-0.03, -0.13, -0.22, -0.13, 0.03, 0.07, 0.08, 0.09, 0.09, 0.10, -0.03, -0.86, 0.91, 0.04],
  "smiles": "C=C=CC.C#CI",
  "orbital_gap_ev": 9.46,
  "de_lowest_kcal_mol": 81.4,
  "e_lumo_ev": 0.41,
  "total_energy_ev": -14431.183
}